[1]
The following is a quantum chemistry calculation of C20H32BN7O5RuSe2 as an isolated structure, from the OMol25 dataset.

For the molar mass, the calculation gives 720.3 g/mol. The value obtained for the orbital gap (alpha / beta) is 6.84 / 6.45 eV. The total energy comes out at -175881.607 eV. As for the LUMO energy (alpha / beta): 2.4 / 2.0 eV. The relative energy (zero: lowest compared OMol25 entry of this formula, charge and spin) is 0.0 kcal/mol.

```
! wB97M-V def2-TZVPD RIJCOSX def2/J DEFGRID3
* xyz -1 2
Ru 0.56392 0.40872 0.15474
C 2.12989 -2.13897 2.45236
C 0.67055 -1.84165 2.52780
C -0.22310 -2.44555 3.42684
C -1.46927 -1.93906 3.12484
C -2.79281 -2.21559 3.75497
N -1.31083 -1.08767 2.09755
N -0.01154 -1.02137 1.73253
B -2.32348 -0.22206 1.35190
N -2.01747 1.27297 1.58478
N -0.90251 1.84491 1.05524
C -1.08290 3.16189 1.07759
C -0.17088 4.14583 0.43025
C -2.31151 3.44983 1.69631
C -2.87561 2.23020 1.98887
C -4.20055 1.92930 2.60556
N -2.25249 -0.51268 -0.17306
N -1.26136 -0.00028 -0.95375
C -1.61279 -0.17451 -2.21803
C -0.82491 0.34871 -3.36939
C -2.85958 -0.81349 -2.27124
C -3.23066 -1.00753 -0.95634
C -4.47205 -1.63105 -0.41388
H 2.42055 -2.68550 3.34985
H 2.72266 -1.23227 2.37497
H 2.33647 -2.75710 1.57766
H 0.02376 -3.15891 4.19511
H -2.66630 -2.93766 4.56033
H -3.50205 -2.62474 3.03391
H -3.23507 -1.31071 4.17410
H -3.42635 -0.46361 1.73971
H 0.40047 3.67508 -0.36628
H 0.53853 4.56218 1.14090
H -0.76819 4.95841 0.01324
H -2.73688 4.42320 1.87256
H -4.66550 2.85765 2.93450
H -4.09778 1.27238 3.46988
H -4.87125 1.44061 1.89768
H -0.01467 0.98480 -3.01820
H -1.48028 0.94686 -4.00550
H -0.41578 -0.46137 -3.97583
H -3.41407 -1.08338 -3.15393
H -5.06995 -2.02128 -1.23610
H -5.07366 -0.91054 0.14115
H -4.23654 -2.45476 0.26124
O 2.16452 -1.91035 -4.22269
C 3.46485 -1.50795 -3.83966
C 3.52980 -0.52411 -2.64947
C 4.95583 0.04518 -2.64851
O 5.29424 0.79667 -1.50212
C 2.51315 0.60318 -2.88801
Se 2.01045 1.69804 -1.33402
C 3.27419 -1.28975 -1.34611
Se 1.37785 -1.67150 -0.97489
H 1.65518 -2.05812 -3.40610
H 3.91929 -1.05564 -4.72769
H 4.06934 -2.38724 -3.57536
H 5.08241 0.65041 -3.55871
H 5.68186 -0.77412 -2.69711
H 4.51892 1.31246 -1.22843
H 1.61240 0.16460 -3.30686
H 2.91436 1.29954 -3.62903
H 3.63206 -0.71383 -0.49368
H 3.82364 -2.23327 -1.36115
O 2.26098 2.80287 1.48457
N 2.66332 1.73242 1.92338
O 3.53532 1.62730 2.77377
O 2.11985 0.63295 1.52048
*
```

Atom charges from the Löwdin analysis, given in e for atoms 1 to 2: 0.825, -0.051

[2]
The following is a quantum chemistry calculation of C20H24N4P2S2Se2W as an isolated structure, from the OMol25 dataset.

For the molar mass, the calculation gives 788.3 g/mol. The value obtained for the orbital gap (alpha / beta) is 6.54 / 6.53 eV. The total energy comes out at -199842.698 eV. As for the LUMO energy (alpha / beta): -7.1 / -7.5 eV. The relative energy (zero: lowest compared OMol25 entry of this formula, charge and spin) is 10.0 kcal/mol.

```
! wB97M-V def2-TZVPD RIJCOSX def2/J DEFGRID3
* xyz 2 3
W -0.79221 0.14469 -0.13652
S -2.42413 -0.84550 1.31167
C -2.41895 -2.21747 0.20207
S -1.69934 -1.75871 -1.32325
C -2.84052 -3.45864 0.53045
C -3.33477 -3.71799 1.85022
N -3.65730 -3.86975 2.94274
C -2.70358 -4.52247 -0.42067
N -2.50958 -5.33739 -1.20715
C 2.59867 -0.45074 -1.87360
P 1.68833 0.65387 -0.75188
C 2.04715 2.29707 -1.41437
C 2.60763 0.49212 0.80067
C 2.37098 -0.90754 1.38753
P 0.73110 -1.64266 0.95035
C 0.20667 -2.48911 2.47102
C 1.04471 -3.08658 -0.10840
H 3.56046 0.01719 -2.09337
H 2.08434 -0.62627 -2.81508
H 2.79372 -1.41392 -1.41057
H 3.12596 2.39705 -1.54778
H 1.69270 3.07350 -0.74133
H 1.56345 2.43438 -2.38156
H 2.24769 1.26830 1.47873
H 3.66968 0.67879 0.63135
H 2.43516 -0.87758 2.47617
H 3.13998 -1.60803 1.05763
H 0.93784 -3.28231 2.64679
H -0.77496 -2.93739 2.34115
H 0.19457 -1.84749 3.34838
H 1.91877 -3.61921 0.27101
H 1.17712 -2.83058 -1.15401
H 0.17733 -3.74454 -0.04415
Se -2.80038 2.28275 -0.47194
Se -1.04020 3.78374 -0.06965
C -0.44936 2.91518 1.52459
C -0.07426 3.74933 2.56498
C 0.30830 3.19447 3.77759
C 0.23237 1.82046 3.92709
C -0.16108 1.06003 2.84434
N -0.44792 1.57096 1.63273
C -2.17409 1.78308 -2.20539
C -2.79748 2.18221 -3.36916
C -2.27747 1.72651 -4.57519
C -1.16848 0.89622 -4.56177
C -0.61883 0.52909 -3.34663
N -1.11288 0.97016 -2.18318
H -0.12281 4.82293 2.44391
H 0.60928 3.83011 4.59970
H 0.45175 1.33573 4.86767
H -0.27506 -0.00867 2.94000
H -3.66371 2.82773 -3.33181
H -2.74025 2.01432 -5.50979
H -0.74102 0.51437 -5.47783
H 0.20493 -0.16582 -3.29452
*
```

Atom charges from the Löwdin analysis, given in e for atoms 1 to 2: 0.774, 0.603

[3]
The following is a quantum chemistry calculation of C4H5FeLiO as an isolated structure, from the OMol25 dataset.

For the molar mass, the calculation gives 131.9 g/mol. The value obtained for the orbital gap (alpha / beta) is 7.63 / 7.08 eV. The total energy comes out at -40842.049 eV. As for the LUMO energy (alpha / beta): -8.5 / -11.9 eV.

```
! wB97M-V def2-TZVPD RIJCOSX def2/J DEFGRID3
* xyz 2 7
C 1.22332 -0.03064 1.07460
C 1.92863 -0.41802 1.99414
H 2.56995 -0.70341 2.81195
C 0.48200 -0.44436 -0.63425
C -0.99246 -0.23078 -0.83802
O -1.50736 0.91430 -0.39516
Li -0.79415 1.48699 1.30111
H 0.97166 0.35427 -1.21826
H -0.65182 -1.01039 0.21854
H 0.80798 -1.38810 -1.09431
H -1.32726 -0.54050 -1.84268
Fe -2.71049 2.01063 -1.37766
*
```

Atom charges from the Löwdin analysis, given in e for atoms 1 to 2: -0.039, 0.152

[4]
The following is a quantum chemistry calculation of C29H29FI2N5O4Os as an isolated structure, from the OMol25 dataset.

For the molar mass, the calculation gives 974.6 g/mol. The value obtained for the orbital gap (alpha / beta) is 8.26 / 4.97 eV. The total energy comes out at -67544.889 eV. As for the LUMO energy (alpha / beta): -7.6 / -10.9 eV. The relative energy (zero: lowest compared OMol25 entry of this formula, charge and spin) is 0.0 kcal/mol.

```
! wB97M-V def2-TZVPD RIJCOSX def2/J DEFGRID3
* xyz 3 5
Os -0.42590 -0.23590 -0.38430
I 2.41630 -5.95990 2.66310
C 2.19060 -3.95300 2.09850
C 3.09960 -3.36660 1.23160
C 2.82530 -2.10380 0.75100
I 4.05070 -1.15740 -0.67260
C 1.64250 -1.39520 1.11070
O 1.34610 -0.33190 0.43190
C 0.81730 -1.95630 2.13230
C -0.38920 -1.23490 2.72090
N -0.59010 0.07650 2.14490
C -1.87960 0.74650 2.17610
C -1.91950 1.77040 1.05370
C -2.88420 2.76330 0.98620
C -2.85600 3.66950 -0.06580
C -1.83740 3.58800 -1.00640
C -0.93710 2.54510 -0.90290
N -0.99010 1.64800 0.08670
C 1.09370 -3.23600 2.57590
H 3.99490 -3.88450 0.92200
H -0.23570 -1.18410 3.81070
H -1.29280 -1.83160 2.54990
H 0.15400 0.71460 2.42400
H -2.06680 1.25160 3.13290
H -2.68450 0.01560 2.02990
H -3.66680 2.80650 1.72820
H -3.62180 4.42400 -0.15580
H -1.75430 4.29750 -1.81480
H -0.13870 2.41890 -1.62680
H 0.43850 -3.69850 3.29870
C -4.83600 -6.47830 -1.63990
C -4.15870 -6.04740 -0.34350
N -3.06160 -5.10990 -0.58120
C -3.39580 -3.82820 -0.73590
C -2.49470 -2.78990 -0.81940
C -3.09100 -1.39580 -0.95270
O -4.28920 -1.26900 -0.94070
O -2.24950 -0.41340 -1.06490
C -1.10350 -3.07630 -0.79550
O -0.16520 -2.21300 -0.75680
C -0.75550 -4.47240 -0.78750
C 0.59100 -4.84090 -0.90680
C 0.97470 -6.14560 -0.81850
F 2.29140 -6.40190 -0.88270
C 0.03550 -7.19690 -0.63060
C -1.31200 -6.81640 -0.58440
C -1.73490 -5.48600 -0.64540
N 0.41470 -8.50580 -0.54320
C 1.77260 -8.96590 -0.81250
C 1.79670 -10.48900 -0.97840
N 0.57850 -10.91050 -1.71550
C -0.65440 -10.66330 -0.90610
C -0.39000 -9.52410 0.08800
H -5.66990 -7.13280 -1.39990
H -4.14880 -7.00660 -2.29550
H -5.23220 -5.61850 -2.17480
H -3.78450 -6.90640 0.21260
H -4.89230 -5.54410 0.29010
H -4.45110 -3.57980 -0.77690
H 1.33180 -4.07560 -1.07070
H -2.06100 -7.58750 -0.53680
H 2.45780 -8.68850 -0.00260
H 2.13610 -8.49860 -1.73070
H 1.82420 -11.01480 -0.02270
H 2.69020 -10.77350 -1.53660
H 0.63600 -11.90140 -1.98030
H 0.53700 -10.36840 -2.58750
H -0.92820 -11.56680 -0.36100
H -1.47220 -10.41280 -1.58310
H 0.13800 -9.89600 0.97280
H -1.33690 -9.12570 0.43980
*
```

Atom charges from the Löwdin analysis, given in e for atoms 1 to 2: 1.704, 1.060

Strongest force on any atom for every record listed, in sequence, given in eV/A: 0.78, 0.38, 4.36, 2.02.